(1)
{
  "formula": "C11H19I3N2RuSi",
  "method": "ωB97M-V/def2-TZVPD",
  "species": ["Ru", "C", "C", "C", "C", "C", "C", "N", "N", "Si", "C", "C", "C", "H", "H", "H", "H", "H", "H", "H", "H", "H", "H", "H", "H", "H", "H", "H", "I", "C", "I", "H", "H", "I", "C", "H", "H"],
  "coordinates": [[-1.3642, -0.0776, -0.6534], [-2.6499, -1.1330, 2.6483], [-1.1762, -0.9746, 2.4364], [-0.2472, -1.2214, 3.4334], [1.1053, -1.0304, 3.1672], [1.5366, -0.5990, 1.9267], [0.5659, -0.3664, 0.9537], [-0.7449, -0.5602, 1.2429], [0.6502, 0.0390, -0.3466], [2.0206, 0.9681, -0.9644], [1.4863, 1.7574, -2.5686], [3.4673, -0.1667, -1.2615], [2.4385, 2.3130, 0.2601], [-3.0310, -0.3256, 3.2755], [-2.8680, -2.0728, 3.1541], [-3.1814, -1.1062, 1.6984], [-0.5827, -1.5605, 4.4028], [1.8335, -1.2250, 3.9439], [2.5852, -0.4594, 1.7108], [1.4237, 1.0298, -3.3798], [2.2266, 2.5046, -2.8637], [0.5289, 2.2777, -2.4728], [3.1837, -0.9582, -1.9588], [3.8220, -0.6429, -0.3462], [4.3083, 0.3775, -1.6962], [1.5589, 2.9192, 0.4899], [3.1942, 2.9767, -0.1666], [2.8342, 1.9293, 1.2010], [-1.4697, 0.0108, -3.4606], [-2.4190, -1.8854, -3.3020], [-2.2019, -2.4793, -1.2646], [-1.9144, -2.6037, -3.9370], [-3.4738, -1.7984, -3.5328], [-2.2405, 2.2891, 0.1841], [-3.3306, 0.6069, -0.5853], [-3.7953, 0.9493, -1.5075], [-4.0795, 0.2983, 0.1392]],
  "nbo_charge": [0.337, -0.653, 0.263, -0.288, -0.106, -0.306, 0.399, -0.449, -0.982, 1.797, -1.136, -1.132, -1.136, 0.248, 0.242, 0.216, 0.235, 0.233, 0.236, 0.237, 0.258, 0.230, 0.244, 0.240, 0.252, 0.239, 0.253, 0.243, 0.408, -0.710, 0.506, 0.250, 0.247, 0.342, -0.679, 0.209, 0.211],
  "molar_mass_g_mol": 689.2,
  "energy_ha": -1817.32359,
  "multiplicity": 2,
  "de_lowest_ev": 0.626,
  "charge": 1,
  "e_homo_ev": [-10.9, -11.1]
}



(2)
{
  "formula": "C11H19N",
  "method": "ωB97M-V/def2-TZVPD",
  "species": ["C", "C", "C", "C", "C", "C", "C", "N", "C", "C", "C", "C", "H", "H", "H", "H", "H", "H", "H", "H", "H", "H", "H", "H", "H", "H", "H", "H", "H", "H", "H"],
  "coordinates": [[0.1193, 2.1155, -2.0281], [0.3440, 1.1722, -1.0136], [1.5621, 1.1267, -0.2532], [2.2339, -0.2259, -0.6215], [1.2720, -1.1515, 0.2088], [0.2150, -0.2379, 0.8325], [-0.5746, -0.8316, 1.9829], [-1.1811, -2.1025, 1.7302], [1.0916, 0.9518, 1.1802], [-0.6367, 0.1657, -0.4706], [-0.8974, -0.8743, -1.5889], [-1.9278, 0.8802, -0.0356], [-0.8755, 2.2606, -2.5536], [0.9794, 2.7380, -2.1490], [2.2720, 1.9597, -0.4102], [2.1260, -0.4091, -1.6735], [3.2966, -0.2766, -0.2936], [1.7602, -1.7226, 1.0444], [0.8373, -2.0086, -0.3562], [-1.3873, -0.3075, 2.4626], [0.1319, -1.1012, 2.8587], [-1.9482, -2.3706, 2.4051], [-1.5848, -2.0651, 0.7851], [1.9642, 0.6741, 1.8278], [0.4702, 1.8196, 1.5581], [-1.8083, -0.4229, -2.1404], [0.0190, -1.0843, -2.1889], [-1.1902, -1.8599, -1.2131], [-1.6469, 1.6836, 0.6474], [-2.3788, 1.3369, -0.8843], [-2.6571, 0.1678, 0.3505]],
  "nbo_charge": [-0.451, 0.090, -0.289, -0.400, -0.424, -0.040, -0.221, -0.846, -0.395, -0.093, -0.616, -0.605, 0.210, 0.201, 0.217, 0.212, 0.217, 0.217, 0.219, 0.189, 0.181, 0.364, 0.345, 0.222, 0.217, 0.222, 0.226, 0.204, 0.216, 0.206, 0.205],
  "molar_mass_g_mol": 165.3,
  "energy_ha": -485.22052,
  "de_lowest_ev": 2.433,
  "charge": 0,
  "smiles": "C=C1[C@@H]2CC[C@@](CN)(C2)C1(C)C",
  "e_homo_ev": -8.7
}



(3)
{
  "formula": "C11H19N3",
  "method": "ωB97M-V/def2-TZVPD",
  "species": ["C", "N", "N", "C", "C", "N", "C", "C", "C", "C", "C", "C", "C", "C", "H", "H", "H", "H", "H", "H", "H", "H", "H", "H", "H", "H", "H", "H", "H", "H", "H", "H", "H"],
  "coordinates": [[-1.1281, 4.2864, -0.0891], [-0.3351, 3.0751, -0.3707], [-0.5645, 1.8531, 0.4528], [0.5034, 1.3548, 1.4376], [-0.7917, 0.8787, -0.7248], [-0.5760, -0.5158, -0.4283], [-1.7734, -1.2378, 0.0539], [0.5781, -0.9474, -0.7560], [1.0329, -2.2560, -0.6769], [2.4211, -2.4073, -1.0301], [3.0120, -3.6356, -0.9474], [2.3914, -4.7224, -0.3069], [1.0517, -4.5475, 0.0766], [0.3949, -3.3805, -0.1051], [-2.1840, 4.0666, -0.1764], [-1.0862, 4.6690, 0.9010], [-0.7022, 5.1270, -0.5926], [0.6383, 3.2157, -0.2333], [-1.5140, 2.0130, 1.0755], [0.1854, 0.3803, 1.4819], [1.4646, 1.5397, 1.0295], [0.4375, 2.0024, 2.3261], [-0.1663, 1.1551, -1.5409], [-1.8118, 1.0566, -1.0179], [-1.8642, -2.1159, -0.7131], [-1.6191, -1.6350, 1.0996], [-2.7265, -0.6643, 0.0960], [1.2713, -0.2520, -1.2714], [2.9569, -1.5593, -1.3061], [4.0420, -3.6259, -1.1129], [2.8478, -5.7251, -0.2462], [0.5259, -5.3856, 0.5085], [-0.5720, -3.3274, 0.3698]],
  "nbo_charge": [-0.454, -0.424, -0.244, -0.400, -0.034, -0.348, -0.465, 0.253, -0.201, -0.071, -0.215, -0.037, -0.211, -0.122, 0.220, 0.207, 0.273, 0.374, 0.464, 0.220, 0.233, 0.265, 0.253, 0.246, 0.267, 0.247, 0.260, 0.238, 0.219, 0.246, 0.264, 0.252, 0.226],
  "molar_mass_g_mol": 193.3,
  "energy_ha": -594.08616,
  "de_lowest_ev": 0.628,
  "charge": 2,
  "smiles": "CN[N@H+](C)C/[N+](C)=C/c1ccccc1",
  "e_homo_ev": -16.5
}



(4)
{
  "formula": "C11H19N4O5",
  "method": "ωB97M-V/def2-TZVPD",
  "species": ["C", "O", "C", "N", "N", "C", "C", "C", "C", "O", "N", "C", "C", "O", "H", "H", "H", "H", "H", "H", "H", "H", "H", "H", "H", "H", "H", "C", "C", "C", "N", "O", "O", "H", "H", "H", "H", "H", "H"],
  "coordinates": [[-1.9551, 5.2109, 1.2110], [-1.7203, 3.9685, 0.6279], [-1.3822, 3.0590, 1.5855], [-1.1199, 1.7681, 1.1655], [-0.5146, 1.0269, 1.9387], [-0.3006, -0.2964, 1.6141], [0.4885, -1.1336, 2.5493], [-0.8042, -0.7391, 0.4502], [-0.7209, -2.0975, -0.0644], [-0.1737, -2.9794, 0.5796], [-1.2462, -2.4021, -1.3258], [-1.0111, -3.7204, -1.8750], [-2.1883, -1.5543, -2.0591], [-1.2963, 3.3419, 2.7594], [-2.0788, 5.9532, 0.4197], [-2.8634, 5.1517, 1.8155], [-1.1069, 5.4758, 1.8482], [0.7173, -2.1067, 2.1142], [1.4338, -0.6426, 2.7839], [-0.0499, -1.3003, 3.4830], [-1.2641, 0.0049, -0.1674], [-0.3382, -4.2653, -1.2140], [-1.9507, -4.2657, -1.9566], [-0.5524, -3.6329, -2.8591], [-2.4517, -0.6506, -1.5189], [-1.7597, -1.2790, -3.0201], [-3.1061, -2.1109, -2.2384], [2.0885, -0.5598, -1.9739], [2.5050, -0.0421, -0.6609], [2.2317, 1.3323, -0.2093], [3.1590, -0.9022, 0.2051], [3.4604, -0.4954, 1.3573], [3.4292, -2.0695, -0.1802], [1.5811, 0.2006, -2.5696], [2.9546, -0.9180, -2.5331], [1.4118, -1.4057, -1.8417], [1.7158, 1.9178, -0.9717], [1.6129, 1.3198, 0.6894], [3.1657, 1.8382, 0.0418]],
  "nbo_charge": [-0.255, -0.486, 0.834, -0.290, -0.083, 0.189, -0.689, -0.256, 0.639, -0.610, -0.431, -0.416, -0.400, -0.588, 0.184, 0.182, 0.200, 0.283, 0.270, 0.206, 0.217, 0.257, 0.174, 0.191, 0.214, 0.192, 0.181, -0.627, -0.055, -0.623, 0.436, -0.611, -0.599, 0.184, 0.203, 0.198, 0.187, 0.194, 0.204],
  "molar_mass_g_mol": 287.3,
  "energy_ha": -1025.63036,
  "de_lowest_ev": 0.344,
  "charge": -1,
  "e_homo_ev": -2.6
}



(5)
{
  "formula": "C11H19O5",
  "method": "ωB97M-V/def2-TZVPD",
  "species": ["O", "C", "O", "C", "C", "C", "C", "C", "C", "C", "H", "H", "H", "H", "H", "H", "H", "C", "O", "H", "H", "H", "H", "C", "O", "H", "H", "H", "H", "C", "O", "H", "H", "H", "H"],
  "coordinates": [[-1.3835, -5.2284, -1.7877], [-0.8589, -4.2394, -1.2408], [0.3196, -4.0583, -0.8353], [-1.8608, -3.0301, -1.0721], [-1.2637, -1.7806, -0.5006], [-0.4259, -0.9714, -1.2728], [0.1366, 0.1862, -0.7563], [-0.1144, 0.5579, 0.5629], [-0.9385, -0.2375, 1.3471], [-1.5144, -1.3840, 0.8167], [-2.6682, -3.3850, -0.4271], [-2.2783, -2.8349, -2.0627], [-0.1895, -1.2796, -2.2866], [0.8102, 0.7879, -1.3571], [0.3418, 1.4494, 0.9763], [-1.1484, 0.0511, 2.3733], [-2.1920, -1.9838, 1.4150], [2.1946, 3.2830, 3.4287], [1.6306, 1.9863, 3.3248], [2.3419, 3.6433, 2.4128], [1.5301, 3.9792, 3.9493], [3.1645, 3.2691, 3.9357], [1.4875, 1.6402, 4.2095], [-3.8309, 0.7868, -2.1343], [-3.6358, 0.3383, -0.8101], [-4.8828, 1.0527, -2.2362], [-3.2265, 1.6718, -2.3631], [-3.5986, 0.0068, -2.8670], [-2.7108, 0.0730, -0.7116], [4.2164, 0.9586, -0.3187], [3.3769, 0.9966, -1.4619], [3.5685, 1.0777, 0.5472], [4.7351, 0.0006, -0.2288], [4.9533, 1.7689, -0.3246], [3.9139, 0.8475, -2.2442]],
  "nbo_charge": [-0.778, 0.776, -0.779, -0.561, 0.013, -0.231, -0.171, -0.270, -0.222, -0.223, 0.209, 0.211, 0.211, 0.207, 0.208, 0.197, 0.204, -0.246, -0.712, 0.184, 0.157, 0.155, 0.463, -0.241, -0.736, 0.165, 0.152, 0.162, 0.493, -0.249, -0.717, 0.194, 0.166, 0.147, 0.460],
  "molar_mass_g_mol": 231.3,
  "energy_ha": -806.75818,
  "charge": -1,
  "e_homo_ev": -4.1
}



(6)
{
  "formula": "C11H20AlCl2O9S2",
  "method": "ωB97M-V/def2-TZVPD",
  "species": ["C", "C", "Al", "C", "C", "O", "Cl", "C", "C", "C", "Cl", "H", "H", "H", "H", "H", "H", "H", "H", "H", "H", "H", "H", "C", "C", "O", "S", "O", "O", "O", "H", "H", "H", "H", "C", "C", "O", "S", "O", "O", "O", "H", "H", "H", "H"],
  "coordinates": [[3.1632, -4.0230, 0.2396], [1.9280, -3.4945, 0.1732], [1.4751, -1.7434, 1.0805], [1.7516, -0.1361, -0.2101], [1.0006, 1.0256, 0.1733], [1.1940, 1.7662, 1.0886], [-0.4348, 1.3768, -0.9095], [-0.3246, -1.7446, 2.0205], [-1.6100, -2.0095, 1.2200], [-1.4262, -2.5856, -0.1711], [-2.6776, -0.5403, 1.1197], [3.2922, -5.1034, 0.2704], [4.0293, -3.3707, 0.2466], [1.1788, -4.0793, -0.3655], [2.5862, -1.5423, 2.2412], [2.8010, 0.1284, -0.0763], [1.6117, -0.3938, -1.2562], [-0.2774, -2.4307, 2.8661], [-0.4256, -0.7425, 2.4428], [-2.2061, -2.7307, 1.7771], [-2.3961, -2.6033, -0.6719], [-0.7410, -2.0093, -0.7893], [-1.1225, -3.6258, -0.0730], [0.1934, 1.4773, -5.9675], [-0.2417, 1.2972, -4.5282], [0.2404, -0.0092, -4.1834], [1.6067, -0.3079, -4.9521], [2.7081, -0.0247, -4.1093], [1.4832, -1.5525, -5.6190], [1.4908, 0.8780, -6.0301], [-0.4666, 0.9441, -6.6556], [0.2534, 2.5225, -6.2586], [-1.3195, 1.3415, -4.4046], [0.2301, 2.0255, -3.8667], [-0.8963, 2.6395, 3.2256], [-1.9613, 3.7114, 3.2625], [-2.9100, 3.2428, 4.2347], [-2.1413, 2.4290, 5.3783], [-1.9133, 3.2899, 6.4862], [-2.7928, 1.1825, 5.5492], [-0.7666, 2.2317, 4.6053], [-1.2134, 1.7791, 2.6351], [0.0547, 2.9983, 2.8488], [-2.4481, 3.8497, 2.3018], [-1.5599, 4.6660, 3.6112]],
  "nbo_charge": [-0.418, -0.701, 1.341, -1.009, 0.604, -0.594, -0.213, -0.984, -0.139, -0.626, -0.141, 0.161, 0.179, 0.177, -0.412, 0.259, 0.244, 0.225, 0.228, 0.189, 0.204, 0.218, 0.214, -0.099, -0.101, -0.677, 2.548, -0.891, -0.901, -0.694, 0.186, 0.205, 0.215, 0.208, -0.107, -0.101, -0.694, 2.552, -0.921, -0.899, -0.687, 0.218, 0.238, 0.213, 0.181],
  "molar_mass_g_mol": 458.3,
  "energy_ha": -3067.50446,
  "charge": -1,
  "e_homo_ev": -5.1
}



(7)
{
  "formula": "C11H20BF4N3O6",
  "method": "ωB97M-V/def2-TZVPD",
  "species": ["C", "C", "O", "O", "C", "C", "C", "C", "N", "C", "F", "F", "C", "F", "F", "C", "C", "B", "N", "O", "N", "H", "H", "H", "H", "H", "H", "H", "H", "H", "H", "H", "H", "H", "H", "H", "H", "H", "H", "H", "C", "O", "O", "O", "H"],
  "coordinates": [[5.7625, -1.4811, -0.6507], [4.8966, -2.3986, -1.4723], [5.2175, -3.5043, -1.7701], [3.6833, -1.8926, -1.8735], [2.8221, -1.5327, -0.7849], [1.3853, -1.6342, -1.2752], [0.4227, -0.7455, -0.4682], [-0.3433, 0.1588, -1.4542], [-1.1466, 1.1961, -0.7215], [-0.3781, 2.2958, -0.0526], [0.0072, 1.9312, 1.1678], [-1.2911, 3.2587, 0.0725], [0.8325, 2.8561, -0.8137], [1.8789, 2.0084, -0.7218], [0.5013, 3.0467, -2.1066], [-2.1225, 0.4712, 0.2422], [-1.4565, -0.6538, 1.0214], [-2.5836, -1.5103, 1.7909], [-3.8383, -1.8385, 1.1132], [-2.3652, -1.8880, 3.0816], [-0.5850, -1.5508, 0.2311], [6.8061, -1.7383, -0.8216], [5.5652, -1.6395, 0.4122], [5.6147, -0.4308, -0.8997], [3.0306, -0.5031, -0.4746], [2.9853, -2.2211, 0.0481], [1.3650, -1.3505, -2.3310], [1.0309, -2.6647, -1.2198], [0.9445, -0.1494, 0.2812], [0.2497, 0.5806, -2.2635], [-1.0947, -0.4882, -1.9130], [-1.7374, 1.6695, -1.4090], [1.1071, 3.8082, -0.3527], [-2.9928, 0.1646, -0.3377], [-2.4945, 1.2298, 0.9549], [-0.8173, -0.2216, 1.7954], [-4.5888, -1.8089, 1.8032], [-3.8133, -2.8218, 0.8438], [-1.4282, -1.8950, 3.3055], [-1.1199, -2.0699, -0.4599], [-4.2742, 3.0957, 2.0088], [-3.7595, 1.9395, 1.8242], [-3.6610, 4.0486, 1.1301], [-5.1342, 3.4886, 2.7671], [-3.0830, 3.3848, 0.7529]],
  "nbo_charge": [-0.748, 0.805, -0.524, -0.544, -0.060, -0.427, -0.060, -0.247, -0.398, 0.771, -0.285, -0.290, 0.505, -0.317, -0.315, -0.293, -0.427, 1.122, -1.147, -0.860, -0.607, 0.252, 0.242, 0.228, 0.172, 0.190, 0.218, 0.233, 0.211, 0.236, 0.226, 0.456, 0.181, 0.250, 0.337, 0.212, 0.403, 0.387, 0.495, 0.352, 0.959, -0.887, -0.767, -0.691, 0.451],
  "molar_mass_g_mol": 377.1,
  "energy_ha": -1471.18829,
  "charge": 0,
  "e_homo_ev": -7.8
}